Record 1
20
Properties=species:S:1:pos:R:3 method="wB97M-V/def2-TZVPD" relative_energy_ev=8.927 total_energy_ev=-8925.0839
O -0.31 2.05 1.55
N 0.91 2.30 -0.82
C -0.54 -1.59 -0.07
C -0.46 -1.80 -1.46
C 0.04 -2.52 0.87
C 1.41 1.00 -0.74
C -1.10 -0.44 0.46
H 0.16 -2.28 1.88
H 0.89 2.80 0.05
H 1.12 0.60 0.26
H -0.64 -0.25 1.44
H 2.46 0.86 -0.97
H -0.68 2.66 2.17
H -0.06 2.26 -1.21
H -2.29 -0.37 0.50
H 0.95 0.36 -1.49
H -1.30 -1.35 -2.03
H -0.20 -2.78 -1.79
H 0.69 -3.31 0.41
H -1.11 0.37 -0.30

=====

Record 2
20
Properties=species:S:1:pos:R:3 method="wB97M-V/def2-TZVPD" smiles="C=CN.CCCO" relative_energy_ev=1.551 total_energy_ev=-8932.4595
O 0.04 -0.01 -2.36
N -1.59 0.86 1.99
C 1.95 -2.27 0.00
C 0.39 -0.57 -1.10
C 1.40 -1.68 -1.31
C -1.28 1.90 1.16
C -2.10 2.90 0.82
H 2.24 -1.27 -1.87
H -2.39 0.92 2.59
H -3.12 2.98 1.17
H -1.79 3.69 0.16
H 2.73 -2.98 -0.26
H 0.83 0.18 -0.43
H -0.50 -0.98 -0.61
H -0.86 0.23 2.26
H 0.94 -2.47 -1.91
H 1.17 -2.73 0.61
H -0.28 1.84 0.74
H 2.40 -1.47 0.59
H -0.15 0.93 -2.23

=====

Record 3
20
Properties=species:S:1:pos:R:3 method="wB97M-V/def2-TZVPD" smiles="C=C(C)N.CCO" relative_energy_ev=1.451 total_energy_ev=-8932.5594
O -3.60 -1.40 -0.75
N 2.47 0.90 2.12
C -1.93 0.01 -1.71
C 1.94 0.69 0.83
C 1.93 1.66 -0.11
C -2.29 -0.84 -0.51
C 1.35 -0.70 0.60
H 1.19 -0.91 -0.46
H 2.41 2.67 0.12
H 2.00 -1.49 1.02
H 1.43 1.51 -1.09
H -1.53 -1.66 -0.34
H -2.68 0.80 -1.85
H -1.93 -0.60 -2.60
H 0.37 -0.80 1.08
H -2.27 -0.21 0.41
H -0.94 0.49 -1.58
H 3.19 1.62 2.19
H -3.92 -1.81 0.06
H 2.81 0.07 2.57

=====

Record 4
20
Properties=species:S:1:pos:R:3 method="wB97M-V/def2-TZVPD" smiles="C=CCCNC.O" relative_energy_ev=3.967 total_energy_ev=-8930.0434
O -3.36 1.47 5.77
N 1.15 -0.55 0.33
C 0.91 0.60 -1.90
C -0.34 1.24 -2.31
C 1.91 -1.77 0.87
C 0.80 -0.82 -1.12
C -1.58 0.96 -2.19
H 1.28 -1.55 -1.73
H 1.39 0.34 0.65
H 1.54 0.40 -2.83
H -2.58 1.43 -2.55
H -0.27 -0.95 -1.15
H -1.88 0.09 -1.83
H -0.18 2.15 -2.96
H 2.18 -1.48 1.85
H 1.08 -2.60 0.93
H -3.44 0.49 5.98
H 1.46 1.19 -1.19
H -2.97 1.48 4.95
H 2.90 -2.11 0.42

=====

Record 5
20
Properties=species:S:1:pos:R:3 method="wB97M-V/def2-TZVPD" relative_energy_ev=1.545 total_energy_ev=-8932.4656
O 0.60 1.76 -2.19
N 0.30 0.82 1.22
C 0.42 -2.19 -1.10
C -1.60 -0.08 -0.12
C 0.76 -0.96 -0.32
C -0.12 -0.11 0.23
C -0.19 0.57 2.57
H 1.29 0.99 1.14
H -2.06 0.58 0.60
H -0.66 -2.32 -1.08
H -1.72 0.43 -1.07
H 0.61 -2.14 -2.18
H 0.88 -3.10 -0.71
H -2.04 -1.07 -0.04
H -1.25 0.37 2.50
H 1.78 -0.85 0.03
H 0.35 -0.24 3.07
H 0.87 0.87 -1.95
H -0.32 1.87 -1.92
H 0.00 1.45 3.18

=====

Record 6
20
Properties=species:S:1:pos:R:3 method="wB97M-V/def2-TZVPD" smiles="CC/C=C(/C)N.O" relative_energy_ev=3.784 total_energy_ev=-8930.2268
O -0.29 1.82 -1.96
N 1.57 -0.13 -1.21
C 0.46 -0.91 -0.52
C -0.93 1.28 2.16
C 0.32 -2.36 -1.19
C -0.29 -0.47 0.52
C 0.21 0.33 1.74
H 0.95 0.79 -1.38
H 1.05 -2.95 -0.53
H 0.34 -0.52 2.49
H 0.61 -2.14 -2.23
H -0.65 1.79 3.05
H -0.66 -2.84 -1.08
H 2.24 -0.78 -1.66
H -0.70 2.13 -2.75
H -1.46 -0.58 0.48
H -1.32 1.81 1.30
H -1.82 0.74 2.51
H -0.85 2.27 -1.35
H 1.21 0.73 1.61

=====

Record 7
20
Properties=species:S:1:pos:R:3 method="wB97M-V/def2-TZVPD" smiles=CC[C@@H](CO)NC relative_energy_ev=1.634 total_energy_ev=-8932.3770
O -0.08 -2.56 -0.71
N -0.61 1.02 -1.18
C -0.91 -1.37 -0.89
C -0.14 0.02 1.08
C 0.26 2.21 -1.24
C 1.02 -0.61 1.84
C -0.12 -0.13 -0.47
H -1.74 -1.49 -0.18
H 1.82 0.08 2.10
H 0.12 2.73 -0.28
H -0.03 2.83 -2.09
H 0.93 -0.29 -0.75
H -0.11 1.11 1.24
H 0.76 -0.81 2.88
H -1.18 -1.44 -1.94
H -1.57 1.26 -0.97
H 1.44 -1.46 1.31
H -0.03 -2.68 0.24
H 1.28 1.89 -1.40
H -1.12 -0.31 1.42

=====

Record 8
20
Properties=species:S:1:pos:R:3 method="wB97M-V/def2-TZVPD" smiles=CC[C@@H](C)NCO relative_energy_ev=2.577 total_energy_ev=-8931.4339
O -2.76 1.12 0.33
N -0.66 0.43 1.19
C 2.49 -0.84 -0.62
C 0.10 0.21 0.01
C -1.57 1.53 0.94
C -0.56 -0.51 -1.14
C 1.19 -0.76 0.38
H 0.16 -0.66 -1.86
H -3.18 0.26 0.53
H -1.27 0.09 -1.66
H -1.13 -0.40 1.56
H -1.20 -1.38 -0.94
H 0.81 -1.66 0.59
H -1.80 1.96 1.82
H 1.70 -0.43 1.24
H 2.97 0.12 -0.55
H 0.61 1.22 -0.29
H 3.10 -1.63 -0.19
H -1.21 2.45 0.40
H 2.22 -1.11 -1.73

=====

Record 9
20
Properties=species:S:1:pos:R:3 method="wB97M-V/def2-TZVPD" smiles="C=C(C)CCN.O" relative_energy_ev=1.563 total_energy_ev=-8932.4481
O -3.16 -0.79 3.94
N 0.65 0.38 1.37
C 0.77 -0.35 -1.45
C -0.43 0.79 0.49
C -0.56 -0.05 -0.81
C 1.43 -1.48 -1.22
C 1.42 0.78 -2.22
H 2.42 -1.59 -1.63
H -2.54 -0.37 3.33
H 0.35 0.23 2.32
H -1.15 -0.94 -0.60
H 1.01 -2.34 -0.71
H -3.59 -1.43 3.36
H 2.23 1.21 -1.64
H -1.38 0.70 1.00
H 1.48 0.94 1.37
H 0.65 1.50 -2.51
H 1.84 0.36 -3.12
H -0.33 1.85 0.23
H -1.10 0.60 -1.49

=====

Record 10
20
Properties=species:S:1:pos:R:3 method="wB97M-V/def2-TZVPD" smiles=CCN(C)CCO relative_energy_ev=1.395 total_energy_ev=-8932.6162
O -1.96 -0.92 2.65
N -0.23 0.13 -0.44
C -0.57 1.33 -1.22
C 1.93 -0.46 -1.56
C -0.82 0.29 0.90
C -1.01 -1.06 1.59
C 1.23 0.06 -0.31
H -0.05 1.31 -2.18
H -0.12 0.89 1.51
H -1.36 -1.80 0.87
H -1.64 1.35 -1.42
H -2.71 -1.50 2.48
H -0.23 2.24 -0.70
H 1.63 -1.49 -1.74
H 1.63 1.05 -0.04
H 1.49 -0.58 0.53
H -0.08 -1.39 2.05
H 3.02 -0.39 -1.45
H -1.76 0.84 0.90
H 1.61 0.10 -2.43

=====

HOMO (computed, eV): -6.98; -8.24; -8.29; -8.55; -8.18; -7.20; -8.46; -8.99; -9.08; -8.83